Molecular formula: C6H14N2O2
Method: DFT, ωB97M-V/def2-TZVPD

The geometry in XYZ format:
```
24
Properties=species:S:1:pos:R:3
H -0.97 0.67 -1.05
H 0.02 -1.09 -2.74
H 0.00 1.94 3.12
O 0.20 -3.43 -0.90
N 1.34 -1.51 -1.06
H 1.07 -2.48 -2.83
C -0.39 2.65 2.39
H -1.27 3.05 2.91
O -3.00 2.61 0.71
C 1.04 -1.43 -2.53
H 1.86 -1.85 1.48
C 0.91 -2.58 -0.36
C 1.31 -2.70 1.05
H 0.24 3.53 2.23
H -2.56 1.24 -1.50
H 1.90 -0.97 -3.00
N -0.76 2.06 1.10
C -1.94 2.12 0.43
C -1.62 1.53 -1.00
H 1.63 -0.65 -0.62
H 1.87 -3.59 1.33
H 0.36 -2.88 1.56
H -0.05 1.40 0.87
H -1.21 2.36 -1.58
```

Calculated values
E_tot (eV): -13524.20439
Orbital gap (eV): 10.14
Structure (SMILES): CNC(C)=O.CNC(C)=O
F_max (hartree/bohr): 0.0658
ΔE to the lowest compared entry with this formula, charge and spin (eV): 1.4199